<P>
Formula: C3H12O2S2
Source: the Open Molecules 2025 dataset
Level of theory: wB97M-V/def2-TZVPD

HOMO-LUMO gap = 8.53 eV
SMILES string = CCSSC.O.O
HOMO energy = -8.0117 eV
2S+1 = 1

XYZ file:
```
19
C3H12O2S2, DFT wB97M-V/def2-TZVPD
C 0.121 -2.321 -1.021
C 0.389 -1.585 0.283
S -1.017 -0.413 0.528
S -0.822 0.177 2.553
C 0.972 0.048 2.910
H 0.967 -2.984 -1.209
H -0.796 -2.880 -0.872
H -0.012 -1.621 -1.842
H 1.273 -0.976 0.308
H 0.336 -2.241 1.142
H 1.192 -1.011 2.903
H 1.134 0.422 3.932
H 1.469 0.714 2.209
H -2.422 1.225 -2.823
H -1.578 1.634 -1.657
O -1.485 1.290 -2.562
H -0.314 3.067 -2.117
H 0.134 3.971 -0.950
O 0.458 3.486 -1.712
```

***

<Q>
Formula: C3H12O2S2
Source: the Open Molecules 2025 dataset
Level of theory: wB97M-V/def2-TZVPD

HOMO-LUMO gap = 9.01 eV
SMILES string = CCCSS.O.O
HOMO energy = -8.5446 eV
2S+1 = 1

XYZ file:
```
19
C3H12O2S2, DFT wB97M-V/def2-TZVPD
C -0.190 1.962 0.349
C 0.956 2.691 -0.317
C 0.159 0.433 0.395
S -1.161 -0.724 0.999
S -0.232 -2.474 1.514
H -0.412 2.354 1.388
H -1.096 2.043 -0.172
H 1.966 2.733 0.129
H 0.606 3.796 -0.614
H 0.946 2.222 -1.335
H 0.494 0.021 -0.550
H 0.761 0.276 1.304
H -1.042 -3.138 0.634
H 5.778 -0.911 -3.229
H 6.744 0.059 -3.961
O 5.938 -0.312 -3.983
H -4.115 1.626 -1.116
H -4.121 1.754 0.156
O -4.660 1.290 -0.442
```

***

Which structure is most stable, and how do the rest compare? From most to least stable: <P>, <Q>.